# 1
55
Properties=species:S:1:pos:R:3 method="wB97M-V/def2-TZVPD" total_energy_ev=-165368.387 charge=+2 e_homo_ev="-15.8 / -15.6" multiplicity=2 gap_ev="8.33 / 8.74" e_above_lowest_kj_mol=0.0 s2=0.762
Cr -0.18788 -0.28239 0.30044
C 2.14505 0.54589 -1.30501
C 2.79090 0.12960 -0.00042
N 1.74832 0.05348 1.06593
C 2.09210 -0.96621 2.10361
C 1.97800 -2.38133 1.53909
S 0.62613 -2.55698 0.32331
C 1.51240 -2.58572 -1.27385
C 0.95518 -1.49996 -2.17362
N 0.86416 -0.18171 -1.48908
H 2.81957 0.38490 -2.14842
H 1.89746 1.60768 -1.27694
H 3.56555 0.84021 0.29147
H 3.27034 -0.84168 -0.07586
H 1.71479 0.95762 1.53018
H 1.39982 -0.83735 2.92967
H 3.10481 -0.79119 2.47456
H 1.77834 -3.08561 2.34435
H 2.88486 -2.71676 1.03861
H 1.34643 -3.56228 -1.72600
H 2.57983 -2.48720 -1.09318
H -0.06527 -1.75659 -2.45892
H 1.54951 -1.41508 -3.08665
H 0.27632 0.40533 -2.07469
O -2.22753 5.35913 1.98642
C -1.64478 4.22453 1.63117
C -1.08203 3.30444 2.51311
C -0.56133 2.14835 1.99592
N -0.51896 1.82685 0.67689
C -1.00199 2.77878 -0.14333
Br -0.80650 2.60691 -2.02605
C -1.57773 3.95389 0.26450
H -2.22848 5.48983 2.94550
H -1.07349 3.46697 3.58197
H -0.18626 1.40289 2.68003
H -1.94764 4.67328 -0.45051
O -2.95519 0.08584 1.90842
Cl -2.20240 -1.02788 2.42102
O -2.35262 -2.18501 1.58542
O -2.44244 -1.28059 3.78703
O -0.71290 -0.61147 2.27763
O -1.66440 -0.44849 -0.84355
S -3.13136 0.14627 -0.93954
C -3.43988 0.18330 -2.72332
C -4.32966 -1.01184 -3.06232
C -5.19868 -1.24285 -1.83090
C -4.23801 -1.25487 -0.64549
H -2.46346 0.19323 -3.20559
H -3.93101 1.13848 -2.91213
H -3.71942 -1.89405 -3.26214
H -4.91778 -0.80547 -3.95465
H -5.74612 -2.18314 -1.87112
H -5.93486 -0.44311 -1.72350
H -3.59517 -2.13483 -0.64067
H -4.68564 -1.12898 0.33443

***

# 2
64
Properties=species:S:1:pos:R:3 method="wB97M-V/def2-TZVPD" total_energy_ev=-89974.649 charge=+2 e_homo_ev="-13.9 / -14.2" multiplicity=2 gap_ev="6.12 / 5.79" e_above_lowest_kj_mol=30.8 s2=0.799
W 0.33821 -0.65120 -1.79373
C 5.05798 -1.72566 3.37572
C 3.84583 -1.47649 2.52935
C 2.61913 -2.05562 2.84062
C 1.50738 -1.81489 2.06313
C 1.58645 -1.00950 0.92271
N 0.39944 -0.79511 0.17864
C -0.76413 -0.51583 0.94568
C -0.62731 0.24706 2.10853
C -1.70666 0.50373 2.92855
C -2.96377 -0.01106 2.63307
C -4.14621 0.23214 3.52063
C -3.10816 -0.74889 1.45472
C -2.05024 -0.98261 0.59484
C -2.27263 -1.78153 -0.68077
O -1.34574 -1.39223 -1.65865
C -3.65039 -1.50850 -1.36004
F -3.83404 -0.17726 -1.43130
F -4.67017 -2.04381 -0.70650
F -3.64726 -1.97861 -2.60204
C -2.07080 -3.30097 -0.40603
F -2.96194 -3.74608 0.46386
F -2.14165 -4.01085 -1.52639
F -0.84472 -3.48112 0.11909
C 2.82885 -0.46146 0.56356
C 3.92314 -0.68011 1.38763
C 2.97549 0.42442 -0.66621
O 2.01130 0.11199 -1.64151
C 4.33748 0.23973 -1.40460
F 5.34553 0.79856 -0.74563
F 4.57462 -1.06809 -1.54524
F 4.27723 0.78004 -2.61607
C 2.73007 1.91148 -0.29320
F 3.54564 2.31613 0.66126
F 2.85738 2.71070 -1.35368
F 1.46057 2.03746 0.14578
H 4.79395 -1.79927 4.42935
H 5.80132 -0.94060 3.25279
H 5.52142 -2.67210 3.08791
H 2.53204 -2.69486 3.71013
H 0.55631 -2.26285 2.31946
H 0.34704 0.64159 2.36369
H -1.56682 1.10172 3.81998
H -3.84086 0.55546 4.51324
H -4.75368 -0.66732 3.61668
H -4.78382 1.01084 3.09632
H -4.08670 -1.14591 1.22563
H 4.87287 -0.22280 1.15253
O -0.27377 0.78668 -3.00650
S -0.76000 1.93359 -3.97318
C -2.49199 2.08507 -3.51626
C -2.48671 2.82628 -2.18398
C -1.52170 3.99179 -2.38352
C -0.26803 3.43449 -3.07199
H -2.93021 1.08836 -3.52211
H -2.94600 2.67827 -4.31542
H -2.14332 2.16255 -1.38579
H -3.49209 3.15583 -1.92695
H -1.24871 4.46954 -1.44428
H -1.98297 4.74928 -3.01732
H 0.49334 3.08142 -2.37617
H 0.19893 4.11307 -3.78376
S 1.82820 -3.86058 -1.86705
C 1.21609 -2.49549 -1.81924

***

# 3
62
Properties=species:S:1:pos:R:3 method="wB97M-V/def2-TZVPD" total_energy_ev=-42810.594 charge=+1 e_homo_ev=-9.5 gap_ev=5.93 e_above_lowest_kj_mol=0.0
C 1.43950 -1.80650 0.44810
C 1.95090 -1.13260 -0.71130
C 0.99780 -1.32770 -1.79700
C -0.09380 -2.08280 -1.29310
C 0.13670 -2.33010 0.12070
Hf 0.00000 0.00000 0.00000
C -1.92540 1.73990 -1.77780
C -1.86300 1.18700 -0.33730
H -1.99390 1.97070 0.42300
C -2.19880 -0.15900 0.07680
H -2.60980 -0.85890 -0.66300
H -2.62130 -0.30360 1.07990
C -2.82680 2.99670 -1.82200
H -2.39380 3.80600 -1.20900
H -2.94950 3.37440 -2.85340
H -3.82570 2.75400 -1.41870
C -2.47300 0.68550 -2.76080
H -1.83250 -0.21110 -2.76270
H -3.49280 0.38440 -2.46780
H -2.51160 1.07840 -3.79110
C 3.34050 -0.57200 -0.85880
H 3.60170 0.10040 -0.02460
H 4.08750 -1.38950 -0.87580
H 3.44670 -0.00810 -1.79830
C 1.21180 -0.88770 -3.21830
H 1.76500 0.06400 -3.26740
H 1.79660 -1.64390 -3.77650
H 0.25590 -0.74400 -3.74610
C -1.21140 -2.69520 -2.08720
H -1.33890 -2.20490 -3.06500
H -0.98600 -3.76190 -2.27660
H -2.17610 -2.65920 -1.55360
C -0.72560 -3.18620 1.00690
H -1.77020 -3.19770 0.65530
H -0.36270 -4.23270 1.02650
H -0.72600 -2.80980 2.04250
C 2.15160 -1.97240 1.76050
H 1.44340 -2.12040 2.59090
H 2.82180 -2.85220 1.72090
H 2.76420 -1.08900 2.00000
C 0.56810 2.00690 -1.26670
C -0.49240 2.12090 -2.20280
C 1.88440 2.39260 -1.59750
C -0.16840 2.54560 -3.50470
H 0.30880 1.97790 -0.15960
C 2.17740 2.83050 -2.89200
H 2.66280 2.34730 -0.83040
C 1.14620 2.89620 -3.84580
H -0.95440 2.61830 -4.26380
H 3.19720 3.12470 -3.16010
H 1.36720 3.23720 -4.86300
Cl 0.70040 4.38710 4.02770
C 0.35520 2.69570 3.71270
C 0.09980 1.82690 4.76970
C -0.17570 0.49130 4.50310
C -0.18580 0.04400 3.18110
N 0.07070 0.88710 2.14160
C 0.33370 2.21050 2.40030
H 0.10980 2.18460 5.79150
H -0.38540 -0.19520 5.31350
H -0.41910 -0.97830 2.99450
H 0.53940 2.92140 1.62030